# 1
Entry from OMol25: 2 unconnected molecules or ions with the total composition C2H5NO2 in a non-equilibrium geometry (ωB97M-V with the def2-TZVPD basis set).

Structure (XYZ):
```
10
Properties=species:S:1:pos:R:3:forces:R:3:lowdin_charge:R:1
N 1.0150 -1.5694 -0.6061 2.1065 1.2443 -1.1523 0.09
C 0.3619 -0.3698 -0.9105 0.8440 -2.3599 0.5451 -0.38
O -0.7597 -0.2657 -0.5008 -1.1357 0.7422 -0.9401 -0.02
H 2.0368 -1.5935 -0.7489 -1.0877 -0.2149 0.0850 0.09
H 0.5948 -2.3676 -0.1385 -0.1817 0.8047 -0.0932 0.10
H 0.9589 0.3789 -1.5462 -0.7333 -0.9066 0.9702 0.16
C -1.0734 1.4669 1.1901 3.1012 1.4136 -2.9650 -0.13
O 0.1502 1.5762 1.0891 -2.1658 0.1623 1.4496 -0.05
H -1.5955 0.7312 1.7163 -0.5472 -1.2662 1.6700 0.06
H -1.6889 2.0128 0.4556 -0.2004 0.3806 0.4308 0.09
```
Positions in Å, forces in eV/Å.

Calculated values
Calculated total energy ... -7738.8457 eV
LUMO level ... 0.03861 hartree
Energy relative to the best compared isomer or geometry (same formula, charge and spin) ... 1.9057 eV
HOMO level ... -9.68 eV
Kohn-Sham gap ... 0.3944 Eh
SMILES ... NC=O.C=O

# 2
Entry from OMol25: 7 unconnected molecules or ions with the total composition C5H22NO8 in a non-equilibrium geometry (ωB97M-V with the def2-TZVPD basis set).

Structure (XYZ):
```
36
Properties=species:S:1:pos:R:3:forces:R:3:lowdin_charge:R:1
C -1.8869 -1.5098 0.1991 1.7484 -1.4127 0.1720 -0.24
N -1.3286 -1.6465 -1.1697 0.1845 -0.9740 0.4069 -0.05
C 0.1584 -1.8010 -1.2815 -0.9139 1.6785 -0.2667 -0.34
O 0.7121 -0.5853 -0.9281 0.8152 -0.3232 0.1458 -0.32
C -2.6130 -0.1891 0.4498 -0.0934 -0.3841 -0.0366 -0.18
C -1.6309 0.9989 0.5648 -1.1620 0.7565 -1.4941 -0.16
C -1.3432 1.3380 1.9988 -0.6389 1.3470 -0.6478 -0.25
O -1.6944 2.4409 2.3803 0.5633 -0.5569 0.5532 0.02
H -2.2868 -2.5233 0.3760 -1.5041 0.8162 0.1831 0.10
H -1.0724 -1.6158 0.9405 0.2894 0.7363 -0.2752 0.11
H -1.5714 -0.8283 -1.7079 0.2996 0.0516 -0.1188 0.06
H 0.6244 -2.5606 -0.6469 -0.7930 -0.5071 0.1259 0.10
H 0.3227 -2.0925 -2.3460 0.1127 0.2055 0.4224 0.11
H -3.3477 -0.0025 -0.3410 0.2092 0.0240 -0.0599 0.09
H -3.2224 -0.1720 1.3563 0.0171 -0.4752 0.1372 0.11
H -2.1606 1.9088 0.2105 -0.0859 -0.3881 0.4356 0.12
H -0.8619 0.9764 -0.2185 0.6096 -0.6375 0.9368 0.08
H -0.9798 0.6096 2.7269 0.3148 -0.3450 -0.0080 0.12
H 1.3431 1.6416 -2.6255 -0.2225 -0.0030 -0.0108 -0.01
H 0.5697 0.4787 -1.7564 0.1650 0.9117 0.1677 -0.02
O 0.5421 1.5252 -2.1012 0.0312 -0.4339 -0.1791 -0.20
H 3.4012 0.1597 -1.4642 0.2521 -0.0091 -0.0810 0.00
H 2.3334 -0.7232 -0.8367 0.3771 -0.3514 -0.9287 -0.01
O 3.2831 -0.7580 -1.2020 -0.3407 0.1379 0.6349 -0.13
H 3.1451 1.7925 3.1581 -0.5362 -0.4537 -0.4112 0.03
H 2.0824 0.9496 2.3517 0.6317 0.8393 0.5062 -0.01
O 2.4181 1.1571 3.2498 -0.0202 -0.3567 0.5935 -0.11
H 3.2119 -2.9825 1.0696 -0.2252 0.4579 0.0621 0.03
H 2.3424 -1.9925 1.9030 -0.0738 0.4401 -0.3469 0.01
O 2.8394 -2.8047 1.9416 0.3150 -0.8361 0.2348 -0.06
H -2.7191 0.5974 -2.3123 -0.7189 -0.6291 -0.1347 0.01
H -2.8636 1.9469 -2.6048 -0.5182 0.7912 -0.3036 0.04
O -3.4445 1.1765 -2.6043 1.2863 -0.0283 0.3094 -0.06
H 1.6622 2.4512 0.4266 -0.3919 0.1096 -0.3124 0.05
H 1.9079 0.9630 0.1123 -0.3421 0.1850 -0.1538 0.01
O 2.1277 1.6757 0.7316 0.3588 -0.3833 -0.2581 -0.05
```
Positions in Å, forces in eV/Å.

Calculated values
Calculated total energy ... -23412.3852 eV
LUMO level ... 0.11611 hartree
Energy relative to the best compared isomer or geometry (same formula, charge and spin) ... 4.6485 eV
HOMO level ... -5.20 eV
Kohn-Sham gap ... 0.3073 Eh
Charge ... -1

# 3
Entry from OMol25: a molecular structure, C3H4O3V in a non-equilibrium geometry (ωB97M-V with the def2-TZVPD basis set).

Structure (XYZ):
```
11
Properties=species:S:1:pos:R:3:forces:R:3:lowdin_charge:R:1
H -2.4942 -0.7438 -1.2429 -0.3322 2.1801 0.4031 0.14
O -0.2167 -0.9402 -0.0289 -1.7853 -0.7819 -0.2787 -0.17
V 1.6444 -1.2776 0.6103 0.6683 -0.0892 0.1037 0.88
C -1.3860 -1.1348 0.3372 0.7797 1.3076 2.0101 -0.20
C -2.5156 -0.3357 -0.1829 -0.7529 -2.6278 -0.2343 -0.01
H -1.5585 -1.7127 1.2627 0.1316 -0.5248 -0.4886 0.15
H -2.4976 0.6619 0.2812 0.4557 0.2515 -1.4327 0.12
H -3.4579 -0.7362 0.2244 0.3575 -0.1643 -0.0510 0.09
O 1.6247 0.7867 -0.0821 0.1760 0.1787 -0.6205 0.08
C 0.6908 1.4208 -0.4052 -1.0000 1.5107 1.0232 -0.34
O -0.2165 2.1334 -0.5388 1.3016 -1.2404 -0.4342 0.27
```
Positions in Å, forces in eV/Å.

Calculated values
Calculated total energy ... -34996.8441 eV
LUMO level (alpha / beta) ... -0.15708 / -0.15732 hartree
Energy relative to the best compared isomer or geometry (same formula, charge and spin) ... 0.0000 eV
<S²> ... 6.003
HOMO level (alpha / beta) ... -11.49 / -15.80 eV
Kohn-Sham gap (alpha / beta) ... 0.2651 / 0.4234 Eh
Spin multiplicity ... 5
Charge ... +1

# 4
Entry from OMol25: 4 unconnected molecules or ions with the total composition H8O4 in a non-equilibrium geometry (ωB97M-V with the def2-TZVPD basis set).

Structure (XYZ):
```
12
Properties=species:S:1:pos:R:3:forces:R:3:lowdin_charge:R:1
O 15.3460 5.6690 4.7690 -2.5656 -1.6310 -3.8887 0.01
H 16.0700 5.7420 5.2750 3.9568 0.4925 2.9202 -0.04
H 14.6580 6.1530 5.1600 -1.4391 1.2157 1.0218 -0.03
O 10.9060 8.3400 7.7430 -0.0899 -2.1590 -0.5748 -0.11
H 11.2400 7.8500 8.5420 -0.6856 0.4722 -1.2969 0.06
H 10.5840 7.6290 7.0830 0.6462 1.5632 1.8649 0.10
O 14.9310 8.8120 8.8290 2.3571 -3.0901 0.0648 0.03
H 14.8900 9.6720 8.5660 -0.0375 3.8780 -1.0626 0.00
H 14.0880 8.5950 9.1200 -2.3608 -0.6798 0.9950 0.01
O 13.4950 7.6480 6.3200 0.8268 -1.1136 -1.1270 -0.01
H 12.6050 7.8400 6.5250 -1.7202 0.3569 0.2511 -0.03
H 13.9640 8.2230 6.8950 1.1118 0.6950 0.8324 -0.01
```
Positions in Å, forces in eV/Å.

Calculated values
Calculated total energy ... -8319.2831 eV
LUMO level ... 0.00455 hartree
Energy relative to the best compared isomer or geometry (same formula, charge and spin) ... 1.3930 eV
HOMO level ... -10.94 eV
Kohn-Sham gap ... 0.4065 Eh
SMILES ... O.O.O.O

Question: Number 2 is which compound?
Answer: C5H22NO8

Copy entry 1 word for word.
Entry from OMol25: 2 unconnected molecules or ions with the total composition C2H5NO2 in a non-equilibrium geometry (ωB97M-V with the def2-TZVPD basis set).

Structure (XYZ):
```
10
Properties=species:S:1:pos:R:3:forces:R:3:lowdin_charge:R:1
N 1.0150 -1.5694 -0.6061 2.1065 1.2443 -1.1523 0.09
C 0.3619 -0.3698 -0.9105 0.8440 -2.3599 0.5451 -0.38
O -0.7597 -0.2657 -0.5008 -1.1357 0.7422 -0.9401 -0.02
H 2.0368 -1.5935 -0.7489 -1.0877 -0.2149 0.0850 0.09
H 0.5948 -2.3676 -0.1385 -0.1817 0.8047 -0.0932 0.10
H 0.9589 0.3789 -1.5462 -0.7333 -0.9066 0.9702 0.16
C -1.0734 1.4669 1.1901 3.1012 1.4136 -2.9650 -0.13
O 0.1502 1.5762 1.0891 -2.1658 0.1623 1.4496 -0.05
H -1.5955 0.7312 1.7163 -0.5472 -1.2662 1.6700 0.06
H -1.6889 2.0128 0.4556 -0.2004 0.3806 0.4308 0.09
```
Positions in Å, forces in eV/Å.

Calculated values
Calculated total energy ... -7738.8457 eV
LUMO level ... 0.03861 hartree
Energy relative to the best compared isomer or geometry (same formula, charge and spin) ... 1.9057 eV
HOMO level ... -9.68 eV
Kohn-Sham gap ... 0.3944 Eh
SMILES ... NC=O.C=O

Question: energy relative to the best compared isomer or geometry (same formula, charge and spin) of number 1 (C2H5NO2)?
Answer: 1.9057 eV